No. 1
ORCA calculation (ωB97M-V/def2-TZVPD) on 7 unconnected molecules or ions with the total composition C23H45BN4O25S6 at a distorted geometry.

XYZ file:
```
104
Properties=species:S:1:pos:R:3:forces:R:3
H -6.068 3.137 5.022 -0.11 0.07 0.20
N -3.007 5.537 0.598 1.67 0.02 0.84
H -4.944 -3.036 4.338 0.02 -0.07 0.02
H -2.340 5.641 -0.181 -0.88 -0.51 -0.06
C 9.102 -0.075 -1.089 -0.15 -0.34 -0.51
S 9.562 -3.962 -1.919 -0.44 -0.41 -0.05
O 9.246 -5.166 -2.946 -0.09 0.68 0.24
O -1.679 -0.741 -4.298 0.30 -0.28 0.52
O -2.703 -4.390 -7.423 0.58 -0.45 -0.18
C 2.418 0.741 0.715 -0.42 0.36 -1.08
O 7.715 1.689 -1.755 -0.33 -0.41 0.41
H -3.690 -3.903 5.259 0.21 0.20 -0.04
H -2.370 1.563 -2.057 0.06 -0.17 0.12
N -3.682 2.597 4.451 0.02 -0.56 -0.10
C -2.212 0.547 -3.978 -0.55 0.30 0.13
N -0.163 3.019 -0.536 -0.30 0.36 0.15
H 3.152 -0.055 1.032 -0.63 0.99 -0.02
H 9.248 0.997 -2.978 -0.26 0.05 0.03
O -1.520 -2.005 2.183 -0.44 0.16 0.05
O -0.163 -1.999 -2.817 -0.53 -0.26 -0.18
C -3.692 -4.321 3.119 0.30 -0.39 0.34
H 0.210 0.641 0.342 0.75 0.09 0.98
H -6.983 4.484 2.884 -0.25 0.06 0.02
C -1.091 0.935 2.593 0.81 0.10 1.51
C -1.632 2.433 2.719 -0.34 -1.50 0.15
C 7.307 -4.969 -1.650 -0.42 0.08 -0.49
S -1.529 -1.621 -2.950 0.10 0.70 0.16
H -1.850 1.295 -4.681 0.13 -0.23 -0.04
O -3.400 -6.684 -8.012 0.50 0.08 -0.11
H -2.102 6.209 2.821 -0.21 -0.51 0.12
O -1.177 -5.811 -8.742 -0.48 -0.08 0.10
C -2.690 -4.235 -6.001 -0.39 -0.13 0.50
H 8.543 -6.741 -1.832 -0.05 0.02 -0.02
O -3.523 -3.438 2.007 -0.09 0.67 0.26
H -1.403 0.410 3.540 0.07 0.48 -0.98
O 8.336 0.225 0.083 -0.19 0.80 0.01
H 4.337 2.112 -0.522 0.36 0.68 0.88
C -3.918 -3.413 4.314 -0.62 -0.09 -0.03
S -2.237 -5.891 -7.796 -0.05 0.20 0.34
H -6.487 5.428 4.310 0.02 -0.06 -0.02
C -3.318 2.288 0.721 -0.28 -1.25 -0.55
S -2.904 -2.036 2.512 -0.26 -0.55 0.30
H -4.157 2.113 1.452 1.18 0.33 -0.22
O 8.258 -4.134 -0.983 0.68 -0.20 -0.17
H 7.589 -6.373 -3.290 0.19 0.17 -0.10
O -7.852 3.680 5.947 -0.27 0.75 -0.08
H -0.588 -4.646 -5.671 -0.04 0.02 0.04
H 6.696 -4.335 -2.299 -0.02 -0.08 0.01
H 2.113 2.976 0.904 0.63 -0.89 -0.19
H -1.554 0.372 1.753 0.46 0.68 0.58
O -9.012 5.796 6.459 -0.21 -0.42 -0.15
H -1.668 -5.400 -4.474 -0.05 -0.18 -0.14
C 8.145 -5.940 -2.460 -0.13 -0.45 0.38
O -1.620 -6.285 -6.355 -0.52 0.12 -0.43
C -2.822 2.367 3.723 1.44 1.61 -1.49
H -2.964 1.255 0.434 -0.21 1.01 0.49
O -3.043 -2.302 4.099 0.39 -0.11 -0.61
H 0.863 1.888 2.841 0.10 -0.91 -0.35
H 4.441 3.643 0.549 0.12 -0.92 -0.28
H 3.014 2.184 2.234 -0.23 0.16 -1.03
H -7.566 2.558 4.253 0.04 0.04 -0.04
H -3.102 6.490 0.965 -0.19 -0.41 -0.17
H -3.653 -4.577 -5.615 0.06 0.04 0.07
H -2.542 -3.191 -5.731 0.02 -0.02 -0.26
O -3.806 -0.992 2.152 0.48 -0.20 -0.17
O -2.596 -2.565 -2.903 0.46 0.03 0.03
C -7.178 4.667 3.940 0.54 0.13 0.18
H -4.093 2.193 -1.213 -0.02 0.20 0.52
H 10.120 -0.351 -0.823 -0.13 0.05 0.22
H -3.302 0.490 -4.038 0.03 0.03 -0.01
O -10.243 3.913 5.375 0.20 0.47 0.12
H 2.433 0.700 -0.417 0.03 -0.07 1.06
C -1.753 0.823 -2.559 0.59 0.36 -0.30
C 0.946 0.364 1.146 0.90 -0.84 0.32
C -2.101 3.075 1.349 0.10 0.77 -0.23
O 9.443 -2.729 -2.630 0.41 -0.50 0.19
H 5.063 2.068 1.190 -0.60 0.38 -0.87
H -0.845 3.112 3.144 -0.88 -0.77 -0.08
C -7.093 3.399 4.767 0.06 -0.42 -0.45
C 4.315 2.532 0.512 -1.86 0.07 0.77
H 6.666 -5.472 -0.929 0.20 0.14 0.15
H -4.531 -4.993 2.947 0.01 0.18 -0.20
S -9.061 4.683 5.574 0.33 -0.24 -0.14
O -8.513 5.146 4.126 -0.28 -0.41 0.37
S 7.147 1.245 -0.309 0.73 -0.41 -0.38
C 2.884 2.186 1.109 0.66 -0.40 1.12
O 7.211 2.364 0.567 0.03 -0.44 -0.16
B -2.435 4.650 1.644 -0.41 1.72 -0.13
O 5.963 0.483 -0.516 0.42 0.15 0.04
O -1.840 -0.443 -1.893 -0.36 -0.60 -0.48
C -1.559 -5.124 -5.521 0.36 0.47 0.13
H 8.623 -0.908 -1.602 0.09 0.08 -0.01
H 9.743 1.944 -1.553 0.00 -0.03 -0.03
H -0.710 1.146 -2.535 -0.08 0.09 0.03
H 0.870 0.142 3.371 -0.30 0.77 -0.81
C -0.970 3.113 0.280 -1.34 -0.74 1.54
O 10.712 -4.301 -1.155 -0.28 0.45 -0.23
O -2.167 5.243 2.896 -0.01 -0.92 -1.13
H -4.765 3.347 -0.255 0.58 0.02 -0.44
N -3.878 2.900 -0.508 -0.22 -0.04 0.46
C 9.045 1.189 -1.925 0.59 0.13 0.17
H -2.776 -4.905 3.233 -0.05 0.00 0.03
C 0.515 0.858 2.579 -1.40 0.00 -0.93
H 0.909 -0.766 1.182 -0.13 1.09 -0.08
```
Positions in Å, forces in eV/Å.

Output
Lowest unoccupied orbital energy, hartree: -0.0031
HOMO level, eV: -10.21
M, g mol⁻¹: 980.830
Net charge: 0

=====

No. 2
ORCA calculation (ωB97M-V/def2-TZVPD) on 5 unconnected molecules or ions with the total composition C20H55N5O5 at a distorted geometry.

XYZ file:
```
85
Properties=species:S:1:pos:R:3:forces:R:3
H 1.200 -1.470 0.235 -0.27 -0.08 -0.06
H 3.161 -2.435 -2.982 0.39 -0.27 0.13
H -0.108 0.900 -3.258 0.18 0.05 -0.08
H -1.512 0.869 3.066 -0.27 -0.13 -0.13
C 1.445 0.365 -0.822 0.61 0.72 0.88
H 1.089 -0.030 1.272 0.29 -0.01 -0.09
H 3.314 0.999 0.092 0.02 -0.10 0.16
O 1.583 -2.915 -1.870 0.28 0.17 0.58
C 3.356 -4.551 -2.427 0.77 0.24 -0.01
H 4.745 -5.685 -3.401 -0.03 -0.02 -0.12
H -4.405 -0.145 5.007 0.02 -0.15 0.02
C -2.118 0.387 3.841 0.76 0.47 -0.44
H 3.296 -0.723 -0.409 0.00 0.01 0.10
C 2.551 -3.330 -2.812 -1.03 0.51 -0.73
H -1.422 3.145 -2.891 0.17 -0.22 0.01
C -0.758 -0.420 -4.840 0.86 -0.16 0.35
N -6.209 -2.045 4.446 0.46 -0.12 0.26
H 0.359 3.159 3.659 -0.10 0.13 -0.07
H -1.796 1.689 -1.916 0.10 -0.06 -0.09
H 3.032 3.731 4.545 -0.21 -0.10 0.14
O 1.424 5.361 3.458 0.02 -0.36 -0.14
H 4.615 -4.174 -3.966 0.04 -0.09 -0.12
H -0.205 -3.275 -2.868 0.12 0.07 0.03
H -6.784 0.207 3.447 0.20 0.22 0.05
H 4.996 -5.070 -1.103 0.03 0.00 0.10
H -4.962 -2.140 2.799 -0.09 0.27 -0.31
H -0.718 -1.909 1.675 0.28 0.33 -0.04
O -1.959 1.452 -3.980 0.11 -0.35 -0.07
H 2.681 -5.344 -2.098 -0.04 -0.08 -0.22
O -0.598 -0.384 0.204 0.08 -0.09 -0.23
H 0.555 -2.050 -5.350 0.13 -0.06 0.25
H 1.034 -0.538 -6.042 -0.15 0.06 0.07
C -2.045 2.241 -2.830 -0.31 0.75 0.33
N 1.026 1.794 -0.752 -0.62 -0.69 0.36
C -4.091 -0.813 4.185 -0.28 0.43 -0.09
C -6.112 -0.290 2.747 -0.33 -0.11 -0.58
H -2.284 1.172 4.589 -0.06 -0.35 0.31
H -2.496 -0.220 -5.861 0.03 0.17 -0.10
H 1.947 5.094 1.486 0.08 -0.23 -0.12
C 2.288 3.276 2.677 -0.39 -0.16 0.28
H 3.789 -3.978 -0.373 0.03 -0.13 0.02
N 4.068 -4.973 -3.654 -0.22 0.01 0.45
H 1.451 2.201 0.080 0.32 -0.04 -0.19
C 0.636 -0.988 -5.121 0.08 0.20 -0.87
H -3.519 -1.650 4.609 0.06 0.07 0.01
H -6.759 -0.743 1.989 0.00 -0.10 0.14
C -5.325 -1.357 3.471 0.11 -0.62 0.52
H -1.591 -2.213 0.189 0.09 0.13 -0.11
H 0.472 -4.664 -2.012 -0.03 0.06 0.12
C 0.813 -0.445 0.289 0.01 -0.21 0.27
H -1.506 -0.446 4.211 -0.14 0.09 0.38
H -5.968 -1.739 5.387 -0.26 0.20 -0.07
H 3.433 0.556 -1.608 0.12 0.07 0.11
H -6.001 -3.037 4.472 -0.07 0.01 -0.19
C 0.877 2.696 2.824 0.23 -0.55 0.05
C 4.328 -4.231 -1.289 -0.38 0.28 0.04
H 0.052 1.718 -0.444 -0.06 0.38 -0.49
N -1.529 -0.437 -6.066 -0.24 -0.32 -0.02
N 3.097 2.996 3.858 0.53 0.06 -0.26
H 0.997 1.632 3.062 -0.08 0.04 0.00
O -3.309 -0.069 3.273 -0.16 -0.28 -0.09
H -5.478 0.416 2.213 0.07 0.11 0.22
H 3.291 5.163 2.683 0.10 -0.03 -0.45
H 1.134 -0.031 -1.787 0.00 -0.15 0.00
H 1.787 7.387 3.120 0.03 -0.08 -0.02
H 4.914 -3.346 -1.555 0.15 -0.12 -0.04
H 2.044 -3.511 -3.772 0.12 -0.18 0.06
H -0.249 -3.316 -1.097 0.06 0.02 0.09
C 2.285 4.779 2.477 -0.13 0.44 0.58
H -3.071 2.605 -2.730 0.00 -0.24 -0.12
H 2.764 2.797 1.813 0.09 0.17 -0.04
C 0.350 -3.574 -1.966 -0.21 -0.41 -0.42
H 0.266 2.724 1.919 0.01 0.30 0.00
H 1.399 -0.781 -4.370 -0.27 -0.20 0.34
H 2.913 2.096 4.273 -0.12 0.03 0.08
C 0.982 6.641 3.110 -0.26 0.34 -0.02
C 2.969 0.287 -0.657 -0.29 0.01 -0.86
H -1.168 0.260 -6.708 -0.10 0.02 -0.02
C -1.281 -1.414 0.874 -0.60 -0.40 0.16
H -1.240 -1.071 -4.105 -0.19 0.02 -0.08
H -0.143 1.642 -4.902 0.28 -0.04 0.12
C -0.640 0.949 -4.211 -0.74 0.37 0.03
H -2.184 -1.001 1.323 0.01 0.05 -0.03
H 0.507 6.650 2.119 0.10 -0.03 0.03
H 0.226 6.934 3.838 0.09 0.02 0.03
```
Positions in Å, forces in eV/Å.

Output
Lowest unoccupied orbital energy, hartree: 0.0249
HOMO level, eV: -8.98
M, g mol⁻¹: 445.690
Net charge: 0
ΔE to the lowest compared entry with this formula, charge and spin, eV: 0.4143

=====

No. 3
ORCA calculation (ωB97M-V/def2-TZVPD) on 2 unconnected molecules or ions with the total composition C13H26BFIO6S at a distorted geometry.

XYZ file:
```
49
Properties=species:S:1:pos:R:3:forces:R:3
C -1.421 3.502 -2.824 -1.08 0.75 0.71
O -2.300 -1.630 1.855 1.06 1.95 -0.91
O -0.248 2.777 3.220 0.53 -2.49 -2.76
H -0.170 -0.429 -1.218 -0.33 0.00 0.78
O 5.011 -3.816 -0.297 -0.01 -0.05 0.17
H -2.341 0.459 -3.188 0.26 0.52 0.31
S 0.324 2.323 1.921 -0.04 2.95 2.76
H -2.497 2.728 -1.115 -0.36 -0.12 -0.58
B -1.429 -0.528 2.114 -0.39 -1.35 1.79
C -1.903 0.990 -2.318 -0.69 0.69 0.46
C 1.565 -1.439 1.320 0.62 0.63 0.29
H 3.273 -3.717 1.576 -0.47 0.06 -0.40
C 2.745 -3.554 0.618 0.01 1.14 -1.74
H -1.087 -1.647 -0.332 -0.05 0.82 0.37
H 3.334 -3.722 -1.521 -0.14 -0.35 0.66
H -2.948 -0.683 -1.279 0.34 0.69 -0.04
C -1.849 4.932 -2.311 0.12 -0.46 -0.68
C -2.439 2.480 -2.193 1.51 -0.85 -0.83
H 2.047 -1.443 2.326 -0.21 0.01 -0.64
O 1.007 3.508 1.366 -1.04 -3.35 -0.57
C 2.570 -2.005 0.274 0.16 -1.74 1.20
F 1.712 -5.982 0.245 -0.31 -0.33 -0.05
C 1.044 0.026 1.087 -0.84 -0.41 0.18
H 1.740 -4.025 0.574 0.86 -0.28 0.28
H 2.177 -1.997 -0.768 0.20 0.40 0.75
H -3.191 -1.366 2.103 -0.14 -0.43 0.50
O 1.254 0.958 2.186 -0.73 1.06 -0.25
H -1.650 5.044 -1.226 -0.08 -0.06 -0.64
H -2.781 0.762 -0.273 0.50 -0.27 -0.52
H -0.368 0.138 4.021 -0.64 -0.08 -0.04
H -0.381 3.297 -2.496 -0.62 -0.08 -0.23
I 2.212 1.030 -0.504 -0.34 -0.30 -0.32
H -0.813 1.080 -2.511 -0.53 -0.40 0.39
H 3.505 -5.249 -0.557 -0.17 0.61 0.17
H -2.942 5.024 -2.487 0.60 0.17 0.18
H 0.737 -2.184 1.387 0.19 0.83 -0.12
H -1.334 5.739 -2.879 -0.30 -0.46 0.50
C -0.523 0.109 0.920 1.22 -1.34 -1.68
H 3.588 -1.570 0.347 -0.81 0.24 -0.21
C -2.249 0.151 -1.038 0.39 -1.09 0.00
C 3.612 -4.151 -0.527 -0.04 -0.14 0.26
C -1.396 -0.020 3.647 -0.78 0.56 -0.95
H -1.479 3.485 -3.932 0.16 -0.11 0.58
H -3.411 2.528 -2.721 0.32 0.36 0.62
H -2.021 -0.655 4.310 0.65 0.15 -0.39
H -1.901 0.983 3.633 0.59 -0.54 0.21
C -0.958 -0.549 -0.439 -0.09 0.99 -0.53
H 5.315 -3.245 -0.999 0.01 0.12 -0.14
O -0.743 1.554 0.902 0.92 1.40 1.12
```
Positions in Å, forces in eV/Å.

Output
Lowest unoccupied orbital energy, hartree: 0.0693
HOMO level, eV: -4.09
M, g mol⁻¹: 467.126
Net charge: -1
ΔE to the lowest compared entry with this formula, charge and spin, eV: 0.0000

=====

No. 4
ORCA calculation (ωB97M-V/def2-TZVPD) on 2 unconnected molecules or ions with the total composition C3H12N3 at a distorted geometry.

XYZ file:
```
18
Properties=species:S:1:pos:R:3:forces:R:3
H -0.998 0.922 1.583 0.16 0.54 0.60
H 0.911 -0.318 1.915 0.13 -0.11 -0.07
N -0.049 1.964 -1.202 -0.66 -1.04 -2.66
H -0.383 0.401 -2.507 -0.20 -0.57 0.08
H 0.194 2.952 -1.242 0.28 -0.06 0.04
N 1.383 -2.178 1.107 -0.61 0.86 -1.10
H 2.368 -2.031 1.280 0.13 -0.31 0.09
H 0.276 1.935 -3.299 -0.37 -0.11 0.48
H -1.288 -1.452 1.504 0.61 0.25 -0.08
N -1.252 0.506 0.707 -0.26 -0.86 -0.25
H -2.263 0.530 0.646 -0.24 0.00 -0.06
C -0.081 1.421 -2.389 0.96 1.88 1.63
C -0.734 -0.904 0.723 0.31 -0.04 0.66
H 1.275 -0.130 0.202 -0.52 -0.92 0.39
H -0.823 1.090 -0.086 0.25 0.24 0.13
H 1.307 -2.677 0.208 0.19 0.20 0.61
C 0.791 -0.831 0.950 -0.11 0.19 0.34
H -1.007 -1.384 -0.191 -0.06 -0.13 -0.83
```
Positions in Å, forces in eV/Å.

Output
Lowest unoccupied orbital energy, hartree: -0.1222
HOMO level, eV: -13.37
M, g mol⁻¹: 90.150
Net charge: +1
ΔE to the lowest compared entry with this formula, charge and spin, eV: 1.7142